Here is a molecular structure, C39H41N2NaO2PSeSi from the OMol25 dataset. Energies are from the ωB97M-V functional and the def2-TZVPD basis.

Last column: Löwdin charge in e.
Atoms and positions in Å:
Na -1.8159 -0.6357 0.3210  0.13
N -0.0875 0.8961 2.8041  -0.11
P 0.6786 0.0534 1.4295  1.03
C 1.6594 1.2340 0.5831  -0.44
C 2.8552 1.7834 1.0798  -0.18
C 3.4641 2.9070 0.5539  -0.17
C 2.7101 3.6734 -0.4312  -0.16
C 1.5654 3.2271 -0.9826  -0.16
C 1.0527 1.8126 -0.7236  -0.37
C 1.8118 -0.9811 2.4571  -0.34
C 3.0218 -1.4283 1.9166  -0.10
C 3.8527 -2.2826 2.6315  -0.09
C 3.4894 -2.7171 3.9016  -0.11
C 2.2805 -2.3003 4.4429  -0.10
C 1.4468 -1.4458 3.7237  -0.10
C -1.3084 1.5200 2.7291  -0.37
C -1.7325 2.4151 3.7314  -0.02
C -2.9815 2.9795 3.6371  -0.09
C -3.8114 2.6727 2.5581  -0.09
C -3.3170 1.8023 1.6135  -0.13
N -2.0940 1.2383 1.6789  0.07
H 0.5410 1.2786 3.4873  0.09
H 3.3090 1.3169 1.9545  0.09
H 4.3847 3.2962 0.9756  0.06
H 3.0610 4.6694 -0.6981  0.09
H 1.0144 3.8513 -1.6811  0.09
H -0.0373 1.8548 -0.6242  0.04
H 3.3148 -1.0891 0.9316  0.09
H 4.7887 -2.6092 2.1891  0.10
H 4.1420 -3.3768 4.4637  0.09
H 1.9767 -2.6455 5.4255  0.10
H 0.4952 -1.1496 4.1486  0.09
H -1.0725 2.6363 4.5627  0.10
H -3.3217 3.6600 4.4087  0.10
H -4.8027 3.0931 2.4602  0.09
H -3.9137 1.5392 0.7413  0.11
C -2.0955 2.7604 -1.7480  -0.09
O -2.6538 1.4773 -1.5075  -0.20
C -3.0066 0.7951 -2.6966  -0.20
C -3.3808 -0.5881 -2.2780  -0.19
O -2.2121 -1.2304 -1.7724  -0.31
C -2.0435 -2.5960 -2.1833  -0.09
H -2.8170 3.4075 -2.2568  0.09
H -1.1920 2.6915 -2.3649  0.08
H -1.8334 3.1982 -0.7849  0.09
H -2.1566 0.7568 -3.3890  0.11
H -3.8502 1.2805 -3.2032  0.13
H -3.7851 -1.1398 -3.1283  0.13
H -4.1511 -0.5490 -1.4990  0.11
H -2.7881 -3.2446 -1.7149  0.04
H -1.0503 -2.9118 -1.8590  0.09
H -2.0997 -2.6696 -3.2742  0.09
C 1.5534 2.9844 -6.3179  -0.11
C 0.5754 2.0197 -6.1093  -0.10
C 0.5258 1.3339 -4.8944  -0.12
C 1.4439 1.5940 -3.8681  -0.26
C 2.4223 2.5701 -4.1046  -0.09
C 2.4771 3.2563 -5.3149  -0.09
Si 1.3240 0.6647 -2.2318  0.76
C 2.8531 -0.3992 -2.0116  -0.27
C 2.7751 -1.7977 -2.0833  -0.11
C 3.9113 -2.5934 -1.9323  -0.10
C 5.1475 -1.9974 -1.7148  -0.11
C 5.2453 -0.6088 -1.6364  -0.09
C 4.1106 0.1810 -1.7801  -0.09
H 1.5956 3.5216 -7.2595  0.09
H -0.1431 1.7976 -6.8914  0.09
H -0.2435 0.5765 -4.7420  0.08
H 3.1472 2.8031 -3.3294  0.09
H 3.2400 4.0092 -5.4728  0.10
H 0.1809 -0.2819 -2.4319  0.03
H 1.8082 -2.2741 -2.2485  0.09
H 3.8293 -3.6753 -1.9783  0.10
H 6.0328 -2.6134 -1.5961  0.09
H 6.2044 -0.1414 -1.4439  0.10
H 4.1992 1.2632 -1.6662  0.09
Se -4.0250 -2.6123 0.8397  0.52
C -4.0885 -3.3416 2.6054  -0.72
C -2.9256 -3.5283 3.3776  -0.15
C -2.9822 -4.0623 4.6648  -0.12
C -4.2007 -4.4319 5.2265  -0.14
C -5.3632 -4.2597 4.4785  -0.12
C -5.3103 -3.7236 3.1917  -0.16
H -1.9701 -3.2492 2.9528  0.08
H -2.0649 -4.1910 5.2330  0.09
H -4.2435 -4.8466 6.2276  0.08
H -6.3231 -4.5422 4.9029  0.09
H -6.2222 -3.5912 2.6175  0.08

Forces on the atoms, in the same order (eV/Å):
-0.2 -0.2 0.2
-0.3 -0.2 -0.2
0.2 0.4 0.1
-0.1 -0.1 -0.1
0.0 0.3 -0.1
-0.3 -0.1 -0.1
0.1 -0.2 0.1
0.1 -0.2 0.2
0.2 0.0 0.0
0.0 0.0 -0.1
0.0 0.0 0.1
-0.1 0.0 0.0
0.0 0.0 0.0
0.0 0.1 -0.1
0.1 -0.1 0.0
0.1 -0.2 -0.3
0.0 0.1 0.1
0.1 0.0 0.1
0.1 0.0 0.0
0.4 -0.2 0.0
-0.4 0.4 0.2
0.1 0.2 0.2
0.0 0.0 -0.1
-0.1 0.0 -0.1
0.0 -0.1 0.1
0.0 0.0 0.1
0.0 0.0 0.0
0.0 0.0 -0.1
-0.1 0.0 0.0
0.0 0.0 0.0
0.0 0.0 -0.1
0.0 0.0 0.0
-0.1 0.0 0.0
0.0 0.0 0.0
0.0 0.0 0.0
0.2 0.0 0.1
-0.1 -0.1 0.0
0.2 0.3 -0.2
0.2 0.2 0.2
0.0 -0.5 0.0
-0.1 -0.5 -0.6
-0.1 0.3 0.1
-0.1 0.0 0.0
0.0 0.0 0.0
0.0 -0.1 0.0
0.0 0.1 0.0
0.0 0.1 0.0
0.0 -0.1 -0.1
0.0 -0.1 0.0
0.0 0.1 0.0
-0.1 0.1 0.0
0.0 0.0 0.0
0.0 -0.1 0.1
0.1 -0.1 0.2
0.0 0.1 -0.1
-0.1 0.1 -0.2
0.0 0.0 -0.1
-0.1 -0.1 0.1
0.0 -0.1 0.2
0.2 -0.2 0.0
0.1 0.1 0.0
-0.1 0.1 0.0
-0.1 0.1 0.0
-0.1 -0.1 0.0
-0.1 0.0 0.1
0.0 0.0 0.1
0.0 0.0 0.1
0.1 0.1 0.0
-0.1 0.0 -0.1
0.0 0.0 0.0
0.1 0.1 0.1
0.2 0.1 0.0
0.0 0.1 0.0
0.0 0.0 0.0
0.0 0.0 0.0
0.0 -0.2 0.0
0.1 0.1 0.1
0.0 -0.1 0.3
-0.3 -0.1 0.1
-0.1 0.1 -0.2
0.0 0.1 -0.2
0.1 0.1 -0.2
0.2 0.0 0.1
0.0 0.0 0.0
-0.1 0.0 -0.1
0.0 0.0 0.0
0.1 0.0 -0.1
0.1 0.0 0.1

Electronic energy   -4965.374835 a.u.
LUMO level   0.0713 Eh
Charge   -1